{"formula": "C18H20F3N2O4S", "method": "wB97M-V/def2-TZVPD", "species": ["S", "F", "F", "F", "O", "O", "O", "O", "N", "N", "C", "C", "C", "C", "C", "C", "C", "C", "C", "C", "C", "C", "C", "C", "C", "C", "C", "C", "H", "H", "H", "H", "H", "H", "H", "H", "H", "H", "H", "H", "H", "H", "H", "H", "H", "H", "H", "H"], "xyz": [[-1.503, 1.196, -1.122], [-4.189, 1.036, -1.340], [-3.322, 1.426, 0.680], [-3.396, -0.618, -0.154], [-1.337, -0.820, 1.679], [1.521, 1.223, 2.651], [-0.997, -2.163, -1.619], [-2.085, 4.206, 2.016], [-0.295, 2.583, 1.888], [0.684, -1.632, 0.924], [0.842, -2.554, 2.013], [0.891, 0.729, -4.709], [1.838, -1.680, -0.030], [0.735, 0.325, -3.383], [0.130, 2.471, 4.230], [3.101, -0.919, 0.393], [1.186, -3.966, 1.512], [-0.488, -0.275, -3.011], [-0.187, 0.640, -5.588], [-1.011, 3.462, 4.019], [-1.628, -0.130, -3.817], [-0.744, -0.969, -1.695], [-1.469, 0.341, -5.110], [-3.184, 0.680, -0.452], [-0.415, -0.006, -0.504], [0.579, 2.031, 2.818], [-0.415, -0.820, 0.890], [-1.182, 3.476, 2.465], [-2.612, -0.371, -3.382], [1.657, -2.189, 2.644], [-0.293, 1.612, 4.796], [2.045, -2.766, -0.033], [3.729, -1.555, 1.038], [0.414, -4.375, 0.856], [1.880, 1.102, -5.043], [1.540, 0.465, -2.629], [1.014, 2.947, 4.714], [3.683, -0.734, -0.523], [1.491, -1.411, -1.027], [0.613, 0.397, -0.400], [-1.910, 3.071, 4.556], [-0.054, 0.818, -6.665], [1.268, -4.641, 2.370], [2.135, -4.007, 0.964], [2.894, 0.025, 0.934], [-2.346, 0.418, -5.743], [-0.072, -2.573, 2.607], [-0.737, 4.495, 4.325]], "lowdin_charge": [1.136, 0.045, 0.064, 0.110, 0.076, -0.055, 0.113, -0.044, 0.120, -0.055, -0.195, -0.094, -0.193, -0.038, -0.147, -0.062, -0.084, -0.257, -0.104, -0.139, -0.068, -0.451, -0.081, -0.714, -0.400, -0.505, -0.407, -0.516, 0.125, 0.124, 0.110, 0.082, 0.070, 0.086, 0.109, 0.122, 0.106, 0.070, 0.089, 0.122, 0.109, 0.100, 0.072, 0.055, 0.068, 0.100, 0.121, 0.104], "multiplicity": 1, "total_charge": -1, "e_lumo_ev": 2.69, "orbital_gap_ev": 7.6, "largest_force_ev_per_a": 3.79}